A cluster of 3 separate species, C46H52O12S in total in a non-equilibrium geometry, computed with ωB97M-V with the def2-TZVPD basis set.

structure (SMILES): CCOCCCCCC(=O)O[C@@](CC)(CCCS(=O)(=O)O)OCCOCC.O=C1c2ccccc2C(=O)c2ccccc21.O=C1c2ccccc2C(=O)c2ccccc21
orbital gap: 8.571 eV
E_HOMO: -9.71 eV

```
111
Properties=species:S:1:pos:R:3:mulliken_charge:R:1
C 6.161 -0.803 0.983 -0.7727
C 4.768 -1.423 0.374 -0.2062
O 4.010 -0.400 -0.375 -0.4086
C 3.575 -0.924 -1.701 -0.2094
C 2.497 -2.169 -1.518 -0.4086
C 1.620 -2.460 -2.884 -0.3372
C 0.696 -1.191 -3.374 -0.6094
C -0.909 -1.610 -3.390 -0.4261
C -1.603 -1.421 -1.880 0.2208
O -0.721 -1.441 -0.855 -0.4795
O -3.046 -1.194 -1.769 -0.1861
C -3.812 -2.421 -1.526 0.5382
C -3.516 -3.640 -2.607 0.4597
C -3.959 -3.270 -4.158 -1.1017
C -3.458 -2.862 0.049 -0.8047
C -2.327 -4.034 0.172 0.0752
C -3.043 -5.520 0.428 -0.7462
S -2.353 -6.878 -0.677 1.0433
O -2.274 -8.188 0.201 -0.6277
O -3.355 -7.056 -1.842 -0.5636
O -0.737 -6.567 -1.169 -0.4725
O -5.285 -2.245 -1.524 -0.3721
C -5.715 -1.063 -2.275 -0.2857
C -5.841 0.317 -1.338 -0.3820
O -5.443 -0.084 0.020 -0.2578
C -6.289 0.522 1.059 -0.1584
C -6.586 -0.694 2.167 -0.8313
H 5.983 0.275 1.410 0.2326
H 7.036 -0.764 0.180 0.0346
H 6.517 -1.538 1.846 0.3569
H 5.000 -2.376 -0.284 0.2500
H 4.077 -1.814 1.261 0.2528
H 3.047 -0.006 -2.248 0.1569
H 4.475 -1.365 -2.318 0.2019
H 3.150 -3.123 -1.228 0.3661
H 1.848 -1.927 -0.570 0.1329
H 2.362 -2.769 -3.755 0.3902
H 0.944 -3.409 -2.681 -0.0001
H 1.028 -0.948 -4.483 0.3305
H 0.905 -0.201 -2.745 0.3142
H -1.447 -0.845 -4.126 0.3027
H -1.018 -2.696 -3.810 0.1447
H -4.198 -4.571 -2.302 0.3946
H -2.398 -3.977 -2.659 -0.3592
H -5.145 -3.367 -4.250 0.2951
H -3.525 -4.024 -4.953 0.3256
H -3.667 -2.159 -4.431 0.1615
H -3.127 -1.888 0.645 0.1339
H -4.451 -3.252 0.564 0.3091
H -1.732 -3.819 1.185 0.3998
H -1.516 -4.050 -0.671 -0.1002
H -2.804 -5.861 1.547 0.3815
H -4.232 -5.444 0.390 0.4049
H -0.842 -5.956 -1.965 0.3706
H -6.841 -1.282 -2.609 0.3254
H -5.135 -0.871 -3.284 0.1491
H -5.074 1.149 -1.719 0.2158
H -6.930 0.734 -1.437 0.3343
H -7.340 0.886 0.698 0.2485
H -5.678 1.337 1.654 0.0382
H -7.488 -0.426 2.870 0.3278
H -6.886 -1.706 1.610 0.2634
H -5.633 -0.879 2.857 0.1703
O -4.820 6.289 7.062 -0.6740
C -5.586 5.480 6.552 0.6253
C -5.072 4.430 5.649 0.3325
C -3.697 4.348 5.392 -0.5810
C -3.200 3.334 4.572 -0.6089
C -4.070 2.401 4.008 -0.1914
C -5.442 2.492 4.249 -0.5022
C -5.945 3.512 5.066 0.0300
C -7.399 3.611 5.300 0.4040
O -8.171 2.838 4.744 -0.6830
C -7.911 4.648 6.218 0.1503
C -9.286 4.728 6.476 -0.4814
C -9.775 5.683 7.368 -0.4674
C -8.895 6.558 8.005 -0.4498
C -7.526 6.490 7.739 -0.5553
C -7.033 5.536 6.839 0.1444
H -3.011 5.069 5.833 0.4575
H -2.132 3.269 4.377 0.3920
H -3.681 1.604 3.379 0.4814
H -6.116 1.763 3.802 0.5479
H -9.978 4.044 5.987 0.4460
H -10.842 5.740 7.570 0.3877
H -9.275 7.296 8.708 0.3927
H -6.847 7.179 8.237 0.4496
O 10.750 4.020 -3.495 -0.6783
C 10.664 2.814 -3.297 0.6917
C 9.414 2.229 -2.772 0.1717
C 8.313 3.057 -2.519 -0.6286
C 7.115 2.506 -2.060 -0.7988
C 7.013 1.130 -1.855 0.1519
C 8.114 0.305 -2.090 -0.4494
C 9.319 0.856 -2.543 -0.2927
C 10.484 -0.021 -2.771 0.4956
O 10.417 -1.219 -2.518 -0.6782
C 11.727 0.560 -3.315 0.1941
C 12.827 -0.270 -3.570 -0.5400
C 13.994 0.265 -4.115 -0.4520
C 14.068 1.627 -4.408 -0.4636
C 12.978 2.459 -4.141 -0.5484
C 11.806 1.925 -3.589 0.1610
H 8.384 4.131 -2.682 0.4530
H 6.260 3.150 -1.869 0.4271
H 6.076 0.699 -1.510 0.5332
H 8.029 -0.767 -1.922 0.5763
H 12.775 -1.335 -3.348 0.4490
H 14.846 -0.382 -4.316 0.3905
H 14.974 2.042 -4.842 0.3922
H 13.044 3.521 -4.370 0.4495
```